{"formula": "C3H7NOS", "method": "wB97M-V/def2-TZVPD", "lumo_energy_ev": [4.06, 2.18], "homo_ev": [-3.09, -2.93], "relative_energy_ev": 0.4515, "spin_multiplicity": 2, "charge": -1, "energy_ha": -646.65316, "orbital_gap_ev": [7.1, 5.1], "elements": ["C", "O", "C", "C", "S", "N", "H", "H", "H", "H", "H", "H", "H"], "coordinates": [[1.244, -0.483, -0.425], [2.443, 0.021, -0.198], [0.115, 0.197, 0.505], [-1.184, -0.586, 0.354], [-2.175, -0.310, -1.168], [-0.161, 1.572, 0.145], [1.172, -1.560, -0.209], [0.759, -0.318, -1.400], [0.525, 0.102, 1.510], [-0.949, -1.658, 0.344], [-1.736, -0.503, 1.298], [-0.757, 1.483, -0.678], [0.704, 2.042, -0.079]], "atomic_forces_ev_per_a": [[-0.062, -0.810, 0.256], [-0.360, 0.413, -0.286], [-0.413, 0.834, -0.174], [-0.239, -1.446, -0.190], [0.439, 0.189, 0.521], [0.575, -0.674, 0.479], [0.045, -0.183, 0.080], [0.138, 0.348, -0.383], [-0.078, 0.142, 0.165], [0.250, 0.071, 0.033], [-0.246, 0.576, -0.219], [-0.170, 0.349, -0.187], [0.122, 0.190, -0.095]]}

=====

{"formula": "C3H7NOS", "method": "wB97M-V/def2-TZVPD", "lumo_energy_ev": 0.78, "homo_ev": -8.75, "relative_energy_ev": 1.9694, "spin_multiplicity": 1, "charge": 0, "energy_ha": -646.63960, "orbital_gap_ev": 9.5, "elements": ["C", "C", "C", "H", "H", "H", "H", "H", "H", "H", "N", "O", "S"], "coordinates": [[-0.418, -1.234, -0.060], [0.166, -0.235, 0.891], [1.150, 0.656, 0.189], [-0.542, -0.496, -1.819], [-1.136, -1.854, 0.490], [0.367, -1.886, -0.465], [-0.618, 0.367, 1.349], [0.686, -0.797, 1.711], [2.136, 0.210, 0.051], [-1.266, 1.624, -0.190], [1.008, 1.721, -0.413], [-1.147, -0.618, -1.102], [-0.385, 2.543, -0.632]], "atomic_forces_ev_per_a": [[-0.544, -0.845, 0.080], [0.595, 0.401, 0.960], [0.928, -2.754, 0.772], [0.347, 0.332, -0.789], [0.177, -0.086, -0.123], [-0.126, 0.039, 0.078], [-0.152, -0.081, 0.084], [-0.339, 0.545, -0.632], [0.269, 0.023, 0.399], [-0.245, 0.205, -0.054], [0.560, 1.784, -1.201], [-0.377, -0.188, 0.353], [-1.092, 0.626, 0.074]]}

=====

{"formula": "C3H7NOS", "method": "wB97M-V/def2-TZVPD", "lumo_energy_ev": 0.71, "homo_ev": -9.33, "relative_energy_ev": 1.0258, "spin_multiplicity": 1, "charge": 0, "energy_ha": -646.67428, "orbital_gap_ev": 10.0, "elements": ["C", "C", "C", "H", "H", "H", "H", "H", "H", "H", "N", "O", "S"], "coordinates": [[-2.054, -0.393, 0.612], [0.959, 1.307, -0.278], [1.493, -1.092, -0.315], [-3.010, -0.844, 0.278], [-1.553, -1.025, 1.377], [-2.188, 0.666, 0.939], [2.051, 1.342, -0.201], [0.452, 1.689, 0.635], [0.607, 1.859, -1.158], [1.129, -2.121, -0.558], [0.555, -0.105, -0.467], [2.609, -0.813, 0.092], [-1.050, -0.470, -0.955]], "atomic_forces_ev_per_a": [[0.681, 0.062, -0.499], [-0.691, -0.397, 0.100], [0.568, 0.467, 0.692], [0.450, 0.322, 0.443], [-0.534, 0.505, -0.433], [0.042, -0.978, -0.173], [-0.437, 0.058, 0.127], [0.563, -0.026, -0.564], [0.130, 0.029, 0.309], [0.178, 0.593, 0.102], [-0.721, 0.079, -0.279], [-0.488, -0.868, -0.476], [0.257, 0.154, 0.651]]}

=====

{"formula": "C3H7NOS", "method": "wB97M-V/def2-TZVPD", "lumo_energy_ev": 0.86, "homo_ev": -8.62, "relative_energy_ev": 0.9869, "spin_multiplicity": 1, "charge": 0, "energy_ha": -646.67571, "orbital_gap_ev": 9.5, "elements": ["C", "C", "C", "H", "H", "H", "H", "H", "H", "H", "N", "O", "S"], "coordinates": [[1.042, -1.633, 0.060], [0.642, -0.395, -0.888], [-0.665, 1.214, 0.212], [1.395, -1.209, 1.060], [0.376, -2.442, 0.304], [1.845, -2.108, -0.497], [1.309, 0.424, -0.911], [0.670, -0.761, -1.889], [-1.985, 2.216, 1.381], [-2.612, 0.774, 0.510], [-1.962, 1.570, 0.565], [-0.652, 0.201, -0.643], [0.597, 2.150, 0.735]], "atomic_forces_ev_per_a": [[0.834, 2.785, 0.585], [-0.663, -2.051, 0.774], [-1.119, 1.496, 0.414], [-0.158, -0.679, -1.382], [-1.047, 0.189, -0.405], [0.498, 0.050, 0.286], [1.244, 0.454, 0.693], [-0.733, -0.316, -0.833], [-0.197, -0.988, -1.104], [0.192, 0.874, 0.230], [0.868, -0.849, 0.353], [0.145, -0.613, 0.414], [0.137, -0.350, -0.026]]}